Record 1
{
  "formula": "C5H4O4Tb",
  "method": "ωB97M-V with the def2-TZVPD basis set",
  "s_squared": 15.76,
  "multiplicity": 8,
  "lumo_ev": [-9.52, -10.34],
  "total_charge": 2,
  "homo_energy_ev": [-14.25, -14.25],
  "species": ["C", "C", "H", "H", "O", "C", "O", "O", "Tb", "C", "C", "O", "H", "H"],
  "positions_angstrom": [[-0.06772, 1.50168, -1.39381], [0.08984, 2.30310, -2.28142], [0.18998, 3.03838, -3.06080], [-2.23716, 0.98335, -1.53652], [-0.18384, 0.53651, -0.44975], [-1.38849, 0.08748, -0.07413], [-1.47177, -0.46498, 1.01387], [-2.41374, 0.36943, -0.79736], [-3.21089, -1.44698, 2.62089], [2.33658, -1.39910, 1.47265], [2.89125, -1.45587, 0.39325], [1.49352, -1.29349, 2.45245], [3.36318, -1.75763, -0.52471], [0.60924, -1.00188, 2.16538]],
  "atomic_forces_ev_per_a": [[-0.168, -0.085, -0.683], [-0.370, -0.806, 0.948], [0.063, -0.192, 0.248], [0.286, -0.006, -0.239], [-0.134, 0.233, 0.075], [1.341, 2.217, -1.058], [-1.256, -1.631, 1.562], [-0.758, -0.301, 0.147], [1.021, 0.488, -0.892], [0.343, -0.029, -2.973], [-0.462, -0.378, 1.198], [-0.831, 0.171, 1.564], [0.079, 0.327, 0.430], [0.847, -0.007, -0.325]]
}

---

Record 2
{
  "formula": "Cl2H3N2P",
  "method": "ωB97M-V with the def2-TZVPD basis set",
  "s_squared": 2.01,
  "multiplicity": 3,
  "lumo_ev": [0.58, -3.63],
  "total_charge": 0,
  "homo_energy_ev": [-4.40, -10.58],
  "species": ["N", "N", "P", "Cl", "Cl", "H", "H", "H"],
  "positions_angstrom": [[0.21589, 0.09671, 1.76603], [0.80099, 0.10217, -1.03061], [-0.24182, -0.04046, 0.26967], [-1.36632, -1.56177, -0.17599], [-1.42394, 1.58338, -0.34203], [-0.21785, -0.59348, 2.25219], [1.65411, -0.38704, -1.07198], [0.57895, 0.80050, -1.66728]],
  "atomic_forces_ev_per_a": [[3.601, 2.567, 1.980], [-0.096, -1.744, 3.415], [0.181, -0.596, -6.110], [-0.613, -2.402, 0.222], [-2.189, 3.664, -0.572], [-1.589, -2.644, 2.647], [0.951, -0.380, -0.450], [-0.246, 1.536, -1.132]]
}

---

In kJ/mol, the relative energy (zero: lowest compared OMol25 entry of this formula, charge and spin) values for the records above are, in order, 0.0; 142.6.
In Eh, the E values for the records above are, in order, -1317.47019; -1372.90482.